C12H16NOP | ωB97M-V with the def2-TZVPD basis set

The geometry in XYZ format:
```
31
Properties=species:S:1:pos:R:3:forces:R:3
C -1.28950 -2.39338 1.01107 -1.1 -1.5 1.3
C -1.92984 -1.31098 0.49193 -0.3 0.2 -1.7
C 0.76350 -1.74744 0.08772 1.1 -2.0 -0.2
C 0.14310 -0.68017 -0.51735 -0.2 0.2 -1.7
C 0.05813 -2.72230 0.79481 -1.5 2.4 0.1
C -1.25717 -0.61346 -0.47647 0.8 1.5 0.1
C -0.17051 0.89387 -2.31418 -0.5 -1.2 2.0
C 0.74285 0.23905 -1.50584 -0.9 0.0 -1.1
C 0.65620 -3.86463 1.50600 0.4 0.7 1.2
C 2.20386 0.42535 -1.71106 0.9 -1.3 0.2
C 0.33567 1.92317 1.32661 2.7 2.7 -0.3
C -0.87980 3.76402 0.49527 -0.5 2.5 -2.7
N -0.84085 2.50346 0.99460 -3.4 -2.0 1.1
O -3.10264 0.67712 -2.32406 -0.8 -0.1 -0.3
P -1.81271 0.60288 -1.63347 2.4 0.7 0.3
H -1.96078 -3.06873 1.55450 0.6 0.0 0.3
H -2.95785 -1.02248 0.54163 -0.7 -0.7 0.7
H 1.75090 -2.09151 -0.24068 0.2 0.9 0.4
H 0.13493 1.59407 -3.04809 -0.1 0.5 -0.6
H 1.73245 -3.81603 1.27040 -0.3 -0.4 0.8
H 0.37631 -3.70316 2.63233 1.0 -0.8 -2.0
H 0.26082 -4.78834 1.12111 -0.2 -0.6 0.2
H 2.65068 0.76707 -0.77194 0.1 0.5 -0.3
H 2.35751 1.08947 -2.57046 0.3 -0.1 0.5
H 2.77993 -0.54302 -1.88470 -1.0 1.0 -0.1
H 0.83764 2.52121 2.14376 0.2 0.1 -1.0
H 0.34853 0.99072 1.74425 -0.8 -2.8 0.6
H 0.86591 1.94178 0.35079 1.0 -0.1 0.7
H -1.00094 4.54088 1.28709 0.1 -0.4 -0.3
H 0.00991 4.05937 -0.16628 -0.7 -0.3 0.9
H -1.80626 3.83213 -0.18929 1.2 0.3 1.1
```
Positions in Å, forces in eV/Å.

energy above the lowest of the compared OMol25 structures with the same formula, charge and spin = 95.4 kcal/mol
calculated total energy = -25525.871 eV
highest occupied orbital energy (alpha / beta) = -8.78 / -7.04 eV